[1]
Density functional theory data (ωB97M-V/def2-TZVPD) for C5H8N2O in the gas phase.

Frontier orbital gap (spin up / spin down) ... 6.58 / 7.39 eV
E_HOMO (spin up / spin down) ... -6.30 / -6.77 eV
LUMO (spin up / spin down) ... 0.28 / 0.62 eV
Spin multiplicity ... 1
Maximum force ... 1.82 eV/Å
Energy relative to the best compared isomer or geometry (same formula, charge and spin) ... 117.9 kcal/mol

Geometry as XYZ:
```
16
C5H8N2O (ωB97M-V/def2-TZVPD)
C -0.56 -1.11 -0.94
C -0.13 0.99 -0.80
N 0.67 -1.72 -0.77
N 0.57 -0.05 1.88
C -0.99 0.25 0.07
C -0.59 -0.39 1.29
C 0.29 2.23 -0.88
O -1.42 -1.54 -1.68
H 0.98 -2.50 -1.34
H 1.46 -1.08 -0.78
H 1.17 0.62 1.42
H 0.94 -0.61 2.63
H -2.07 0.40 -0.02
H -1.22 -1.12 1.78
H 0.09 2.99 -0.11
H 0.80 2.64 -1.75
```

***

[2]
Density functional theory data (ωB97M-V/def2-TZVPD) for C3H6OS in the gas phase.

Frontier orbital gap ... 10.64 eV
E_HOMO ... -9.90 eV
LUMO ... 0.75 eV
Spin multiplicity ... 1
SMILES string ... CCC(=O)S
Maximum force ... 2.28 eV/Å
Energy relative to the best compared isomer or geometry (same formula, charge and spin) ... 10.5 kcal/mol

Geometry as XYZ:
```
11
C3H6OS (ωB97M-V/def2-TZVPD)
C -0.25 1.23 0.79
C 0.25 -0.26 0.70
C 0.47 -0.57 -0.84
H 0.29 1.96 0.16
H -0.23 1.54 1.84
H -1.31 1.12 0.35
H -0.60 -0.93 1.09
H 1.24 -0.40 1.24
H -0.30 -1.92 -2.45
O 1.32 -0.14 -1.56
S -0.89 -1.62 -1.33
```

***

[3]
Density functional theory data (ωB97M-V/def2-TZVPD) for 3 unconnected molecules or ions with the total composition C18H26F4N2O8.

Frontier orbital gap ... 6.71 eV
E_HOMO ... -8.39 eV
LUMO ... -1.68 eV
Spin multiplicity ... 1
SMILES string ... C[C@@H](F)CO[C@H](CNCCC(F)=C(F)F)N=C=O.C[C@@H]1COC(=O)O1.C[C@@H]1COC(=O)O1
Maximum force ... 7.59 eV/Å

Geometry as XYZ:
```
58
C18H26F4N2O8 (ωB97M-V/def2-TZVPD)
C -4.31 0.20 -1.43
C -3.45 1.47 -0.90
F -2.77 1.03 0.31
C -2.39 1.95 -2.06
O -1.11 2.11 -1.40
C -0.05 1.39 -2.06
C 0.92 0.81 -0.89
N 2.32 1.31 -0.95
C 3.17 0.83 0.17
C 3.22 -0.78 0.33
C 4.54 -1.33 1.05
F 5.82 -1.54 0.39
C 4.45 -1.67 2.46
F 4.83 -0.69 3.46
F 3.97 -2.91 2.97
N 0.71 2.27 -3.05
C 0.83 1.59 -4.18
O 0.86 0.70 -5.08
H -3.58 -0.55 -1.92
H -5.04 0.55 -2.26
H -4.85 -0.35 -0.59
H -4.14 2.39 -0.71
H -2.70 2.98 -2.49
H -2.42 1.15 -2.88
H -0.40 0.48 -2.66
H 0.81 -0.34 -0.90
H 0.48 1.16 0.12
H 2.76 1.17 -1.88
H 4.25 1.18 -0.04
H 2.84 1.26 1.18
H 2.26 -1.08 0.92
H 3.10 -1.27 -0.71
C 4.75 -3.12 5.92
C 4.73 -3.86 7.24
C 6.07 -4.00 7.88
O 5.92 -5.19 8.65
C 4.99 -5.94 8.01
O 4.75 -7.09 8.26
O 4.35 -5.22 7.04
H 3.80 -3.23 5.40
H 4.94 -2.05 6.08
H 5.52 -3.52 5.26
H 3.99 -3.41 7.92
H 6.32 -3.15 8.53
H 6.89 -4.16 7.17
C -6.69 3.99 -6.47
C -6.74 3.24 -5.15
C -5.40 3.11 -4.49
O -5.56 1.92 -3.73
C -6.49 1.16 -4.38
O -6.72 0.01 -4.14
O -7.11 1.88 -5.36
H -7.64 3.88 -7.01
H -6.50 5.06 -6.31
H -5.91 3.60 -7.12
H -7.48 3.70 -4.49
H -5.16 3.96 -3.84
H -4.58 2.95 -5.19
```

***

[4]
Density functional theory data (ωB97M-V/def2-TZVPD) for 3 unconnected molecules or ions with the total composition C3H13NO3.

Frontier orbital gap ... 9.35 eV
E_HOMO ... -8.67 eV
LUMO ... 0.68 eV
Spin multiplicity ... 1
SMILES string ... CNCCO.O.O
Maximum force ... 0.87 eV/Å
Energy relative to the best compared isomer or geometry (same formula, charge and spin) ... 11.0 kcal/mol

Geometry as XYZ:
```
20
C3H13NO3 (ωB97M-V/def2-TZVPD)
C 1.34 2.04 0.76
N 0.95 1.21 -0.38
C 1.53 -0.12 -0.30
C 1.01 -1.01 -1.39
O -0.34 -1.41 -1.09
H 0.98 1.63 1.70
H 2.42 2.17 0.75
H 0.92 3.03 0.61
H -0.06 1.14 -0.39
H 1.36 -0.60 0.67
H 2.61 -0.04 -0.41
H 1.63 -1.89 -1.52
H 1.02 -0.45 -2.33
H -0.77 -1.61 -1.93
H -0.85 -1.61 0.77
H -1.80 -2.18 1.81
O -1.30 -1.39 1.60
H -2.11 0.17 0.87
H -2.92 1.49 0.87
O -2.39 0.91 0.32
```

***

[5]
Density functional theory data (ωB97M-V/def2-TZVPD) for a gas-phase ion, C11H22NS (charge +1).

Frontier orbital gap ... 9.68 eV
E_HOMO ... -13.32 eV
Charge ... +1
LUMO ... -3.64 eV
Spin multiplicity ... 1
Maximum force ... 4.26 eV/Å
Energy relative to the best compared isomer or geometry (same formula, charge and spin) ... 25.6 kcal/mol

Geometry as XYZ:
```
35
C11H22NS (ωB97M-V/def2-TZVPD)
C -0.58 -1.16 1.07
C 1.28 -1.14 -0.90
C 0.53 -2.48 1.00
C 1.76 -1.91 0.34
C 0.60 0.24 -0.69
C -1.49 1.21 0.33
C 2.75 -3.00 -0.05
C 1.62 1.22 -0.10
C 0.18 0.69 -2.10
C -2.62 0.99 1.27
C -2.78 3.64 -0.08
N -0.58 0.16 0.22
S -1.32 2.66 -0.53
H -1.56 -1.60 0.91
H -0.51 -0.82 2.10
H 2.14 -0.95 -1.54
H 0.60 -1.79 -1.45
H 0.07 -3.25 0.39
H 0.65 -2.80 2.02
H 2.26 -1.22 1.03
H 2.31 -3.68 -0.77
H 3.04 -3.58 0.83
H 3.65 -2.57 -0.48
H 2.49 1.28 -0.75
H 1.95 0.89 0.88
H 1.20 2.22 -0.01
H 0.23 1.77 -2.23
H -0.82 0.35 -2.34
H 0.85 0.27 -2.84
H -3.04 1.92 1.63
H -2.30 0.41 2.13
H -3.41 0.43 0.77
H -3.70 3.11 -0.32
H -2.71 4.53 -0.71
H -2.74 3.95 0.96
```

***

[6]
Density functional theory data (ωB97M-V/def2-TZVPD) for 2 unconnected molecules or ions with the total composition C4H7NO.

Frontier orbital gap ... 10.54 eV
E_HOMO ... -9.66 eV
LUMO ... 0.87 eV
Spin multiplicity ... 1
Maximum force ... 4.68 eV/Å
Energy relative to the best compared isomer or geometry (same formula, charge and spin) ... 70.0 kcal/mol

Geometry as XYZ:
```
13
C4H7NO (ωB97M-V/def2-TZVPD)
C -0.17 -2.52 0.77
C 0.85 0.34 -1.24
C 0.25 1.32 -2.14
C -1.77 -1.21 2.30
N -0.94 -1.97 1.45
O 1.05 0.35 -0.07
H 1.16 -0.72 -1.78
H 1.00 2.05 -2.48
H -0.51 1.96 -1.62
H -0.17 0.87 -3.13
H -2.37 -0.51 1.83
H -1.15 -0.71 3.15
H -2.48 -1.89 2.89
```